1.
This record from the Open Molecules 2025 dataset describes a structure of composition C34H57N3O2SeSiSn at a distorted geometry. The level of theory is wB97M-V/def2-TZVPD.

Its LUMO energy (spin up / spin down) is -1.40 / -1.95 eV. As for the charge: 0. The gap between HOMO and LUMO (spin up / spin down) comes out at 6.209 / 5.730 eV.

CARTESIAN COORDINATES (ANGSTROEM)
C (-0.020, -3.584, -2.357)
H (-4.649, 1.821, 1.799)
H (-3.319, -1.918, 3.533)
C (-1.389, -2.727, 2.994)
H (0.771, -1.865, -6.123)
H (-3.603, -0.137, -1.269)
C (-1.396, -0.458, 5.606)
N (0.528, 1.978, 3.585)
H (1.248, -0.048, -2.073)
H (-4.562, 2.322, 3.502)
H (-3.927, 0.208, 0.441)
C (2.934, -2.120, -1.022)
C (-1.119, -4.089, 2.929)
H (-0.107, 5.136, 1.028)
H (0.350, 1.206, -1.076)
C (-3.152, 0.235, -0.339)
C (0.889, -2.346, 3.833)
H (-1.756, 0.205, 6.401)
C (-0.258, 0.137, -4.404)
C (-1.986, 2.314, 0.529)
H (0.565, -2.879, -0.405)
C (-1.353, 3.563, 0.309)
H (-2.367, -0.486, -0.056)
H (-3.147, 1.700, -2.612)
H (3.098, -1.057, -0.790)
H (1.756, 2.121, -4.562)
C (-0.361, -1.826, 3.395)
H (2.094, -4.099, 4.082)
C (-2.699, 1.608, 2.740)
C (0.142, -4.584, 3.269)
H (1.859, 0.450, -0.435)
H (0.356, -5.651, 3.184)
H (-3.869, 3.364, 2.240)
C (2.563, 3.707, -0.981)
C (-1.549, -0.532, -4.016)
Se (0.027, 2.641, 6.027)
C (-0.226, 1.559, 4.516)
C (1.355, 0.842, -1.336)
H (0.041, 3.656, 2.006)
H (-0.883, 5.071, -1.137)
H (3.383, 4.360, -1.319)
C (4.081, 1.439, -2.438)
H (0.715, -4.389, -2.479)
H (2.308, 3.736, -4.097)
C (-2.598, 1.616, -0.546)
C (-2.481, 0.952, 3.922)
C (-2.001, 3.441, -2.023)
C (-2.737, -2.184, 2.636)
H (-0.115, 0.089, -5.496)
H (2.448, -2.416, -5.995)
H (1.645, 4.314, -0.961)
H (-3.283, 0.955, 4.660)
Sn (0.430, 0.867, 1.763)
H (-0.466, -0.928, 5.942)
H (3.805, -2.452, -1.605)
C (1.715, 2.873, -3.761)
C (1.933, -0.924, -4.578)
H (0.673, 3.208, -3.661)
H (-1.393, 4.673, 2.165)
H (-0.253, -3.157, -3.337)
O (1.846, -2.172, -1.947)
H (-0.078, -1.604, -1.465)
H (3.793, -2.972, 0.727)
H (-3.321, -2.920, 2.067)
H (-2.016, 3.886, -3.019)
C (-0.666, 4.280, 1.434)
H (-0.252, 1.191, -4.089)
H (-1.738, -0.463, -2.939)
C (1.570, -2.114, -5.421)
H (-1.555, -1.589, -4.305)
C (1.944, -1.437, 4.389)
H (2.120, -2.470, 0.975)
H (3.977, 0.420, -2.832)
C (-2.626, 2.215, -1.800)
H (-2.383, -0.049, -4.530)
H (4.646, 1.386, -1.497)
N (-1.779, 1.658, 1.758)
N (-0.548, -0.448, 3.290)
H (2.490, -3.961, 0.046)
H (2.245, -0.065, -5.197)
C (-1.369, 4.108, -0.971)
H (-1.914, -4.769, 2.608)
H (1.801, -0.392, 4.091)
C (2.806, -2.933, 0.254)
Si (2.405, 2.229, -2.131)
C (0.536, -2.521, -1.448)
H (-2.150, -1.237, 5.425)
C (-1.189, 0.368, 4.342)
H (2.746, -1.164, -3.890)
H (2.939, -1.770, 4.065)
H (1.938, -1.466, 5.490)
C (1.124, -3.713, 3.754)
H (1.271, -2.958, -4.788)
H (-0.933, -4.014, -1.934)
H (4.670, 2.023, -3.158)
H (-2.641, -1.268, 2.039)
O (0.833, -0.519, -3.736)
H (2.788, 3.394, 0.047)
C (-4.018, 2.319, 2.550)

=====

2.
This record from the Open Molecules 2025 dataset describes a structure of composition C29H59AsCl2O10P2SV. The level of theory is wB97M-V/def2-TZVPD.

Its multiplicity is 4. Its expectation value of S² is 3.773. Its LUMO energy (spin up / spin down) is -4.98 / -5.37 eV. As for the charge: +2. The gap between HOMO and LUMO (spin up / spin down) comes out at 8.040 / 7.640 eV.

CARTESIAN COORDINATES (ANGSTROEM)
H (-2.784, -0.484, -2.831)
C (-2.825, -0.984, 3.749)
H (5.192, 1.532, 2.219)
C (-3.009, 2.386, -0.083)
H (-8.450, 0.686, -1.811)
C (-0.469, -1.416, 4.595)
C (3.033, -3.879, 0.728)
C (4.444, 0.324, 0.625)
H (-2.229, 3.706, -2.891)
H (1.794, 0.091, 1.984)
C (0.826, -0.512, -5.163)
H (-2.087, -3.669, -1.324)
C (-2.233, -4.193, 1.397)
H (2.528, 3.584, -3.356)
O (3.897, -1.050, 0.477)
H (-7.249, 0.119, 0.274)
H (3.456, -3.375, 1.600)
As (-2.105, 1.564, -1.583)
O (0.077, -0.315, -2.851)
C (1.481, -0.913, 1.695)
H (4.700, -5.171, 0.399)
H (0.529, -0.986, 4.690)
H (0.684, 5.394, 0.900)
O (-0.741, -2.328, 1.479)
C (-3.133, -0.080, -1.879)
H (-4.768, 0.499, -3.979)
C (1.754, 4.249, 3.177)
H (-3.760, 2.796, -2.990)
H (1.695, 0.120, -4.980)
H (-2.649, -2.217, 0.651)
C (-7.380, 0.530, -1.827)
H (2.447, 4.055, 3.994)
C (-0.310, -0.137, -4.244)
H (-1.400, -4.895, 1.437)
H (0.024, 2.902, 3.513)
H (5.395, 0.182, -1.304)
H (-0.998, -2.279, -1.219)
C (-5.306, 0.428, -3.040)
H (-2.563, -3.983, 2.414)
C (4.136, -4.416, -0.149)
O (-0.657, -0.140, 0.144)
H (1.503, 2.092, 2.957)
O (2.293, -2.856, -0.057)
H (6.417, -0.304, 0.062)
H (1.109, -1.560, -5.036)
O (1.780, -0.589, -0.951)
C (-2.674, 2.721, -3.024)
C (-1.826, -2.937, 0.667)
H (5.502, -0.195, 2.422)
C (3.425, 3.104, -2.983)
C (4.767, 0.537, 2.086)
C (-6.678, 0.633, -3.019)
H (1.223, -4.458, 1.748)
C (-1.422, -0.454, 3.921)
C (2.464, 4.588, 1.870)
H (-7.201, 0.868, -3.937)
H (4.192, 3.009, -3.741)
H (3.718, -4.881, -1.042)
O (-0.910, -0.017, 2.604)
H (-3.267, -1.166, 4.729)
C (2.016, -4.910, 1.152)
H (0.518, -0.382, -6.200)
H (1.705, 4.476, -0.221)
S (0.393, 3.073, 1.144)
H (2.941, 5.567, 1.901)
O (0.366, 2.769, -3.102)
P (2.394, -1.333, 0.204)
H (-2.827, 1.817, 0.827)
H (-1.196, -0.748, -4.422)
H (4.821, -3.624, -0.447)
H (-3.450, -0.263, 3.224)
H (6.074, 1.408, -0.227)
C (-6.705, 0.213, -0.656)
H (2.506, -5.677, 1.753)
H (-1.448, 0.485, 4.473)
C (-1.303, -3.202, -0.727)
H (-0.451, -3.881, -0.681)
H (-0.562, 0.913, -4.341)
H (1.114, 5.077, 3.484)
Cl (4.062, 4.031, -1.625)
V (0.406, 0.992, -1.216)
H (-2.365, 2.324, -3.987)
H (1.711, -1.610, 2.504)
C (1.374, 4.552, 0.811)
H (-2.825, -1.928, 3.202)
P (-0.296, -0.836, 1.427)
H (-3.056, -4.669, 0.864)
Cl (2.981, 1.450, -2.483)
H (-4.076, 2.420, -0.294)
H (-2.631, 3.400, 0.044)
C (5.656, 0.402, -0.271)
H (3.234, 3.849, 1.638)
H (-0.833, -1.625, 5.600)
O (0.437, 2.907, -1.805)
C (-5.334, 0.009, -0.680)
H (-4.812, -0.245, 0.237)
H (3.668, 1.016, 0.286)
C (0.911, 3.006, 2.891)
H (1.576, -5.392, 0.278)
H (-2.815, -0.764, -1.093)
C (-4.618, 0.117, -1.871)
O (1.156, 1.899, 0.486)
H (0.714, -1.039, -2.773)
H (-0.412, -2.364, 4.058)
H (3.883, 0.456, 2.722)

=====

3.
This record from the Open Molecules 2025 dataset describes a cluster of 2 separate species, C4H13NO in total at a distorted geometry. The level of theory is wB97M-V/def2-TZVPD.

Its LUMO energy is 0.91 eV. As for the charge: 0. The gap between HOMO and LUMO comes out at 10.506 eV.

CARTESIAN COORDINATES (ANGSTROEM)
H (-0.181, 1.736, -1.646)
H (-0.055, -1.062, 1.264)
H (-0.848, 0.567, -0.531)
H (-2.108, 2.767, -1.413)
H (0.823, 2.919, -0.030)
H (1.848, -0.907, -0.468)
C (-0.630, 1.629, -0.659)
H (2.596, -2.269, 0.391)
C (0.459, -1.923, 0.849)
H (0.245, -3.542, -0.549)
N (0.399, 2.050, 0.242)
C (-0.331, -2.698, -0.177)
H (-1.266, -3.082, 0.227)
H (0.589, -2.477, 1.785)
H (2.173, -0.844, 1.316)
C (1.865, -1.467, 0.469)
H (0.182, 1.879, 1.212)
H (-0.510, -2.070, -1.059)
O (-1.845, 2.355, -0.587)

=====

4.
This record from the Open Molecules 2025 dataset describes a cluster of 9 separate species, C14H46F6N2O8P in total at a distorted geometry. The level of theory is wB97M-V/def2-TZVPD.

Its LUMO energy is 2.58 eV. As for the charge: -1. The gap between HOMO and LUMO comes out at 9.788 eV.

CARTESIAN COORDINATES (ANGSTROEM)
H (-2.537, 4.180, 29.172)
H (-5.724, 9.707, 29.419)
H (-1.713, 7.781, 20.219)
H (-1.686, 5.094, 26.406)
C (-2.434, 14.608, 22.235)
H (-4.800, 11.848, 28.729)
H (-3.533, 5.398, 23.371)
F (-1.892, 8.940, 24.309)
H (-3.613, 6.216, 20.911)
H (-0.874, 13.987, 23.362)
C (-1.602, 11.271, 21.066)
H (-4.745, 9.663, 30.846)
O (0.240, 7.845, 26.009)
H (-2.252, 16.457, 21.094)
O (0.530, 8.272, 29.060)
H (-2.950, 6.576, 24.191)
C (-4.732, 9.987, 29.803)
O (-1.710, 12.667, 21.075)
H (-2.376, 6.767, 18.889)
N (-1.139, 14.883, 22.933)
O (-2.620, 1.571, 27.997)
O (-2.697, 5.760, 23.683)
C (0.012, 11.903, 26.173)
H (-3.211, 0.210, 29.413)
H (-1.823, 6.069, 27.879)
C (-2.518, 15.412, 20.932)
O (-2.950, 8.810, 18.896)
H (-2.656, 12.574, 22.932)
H (-0.483, 10.847, 24.589)
H (-3.270, 5.512, 27.055)
N (-0.734, 3.622, 28.275)
O (-3.770, 9.279, 29.049)
C (-2.668, 13.132, 21.986)
H (-3.579, 15.474, 20.655)
C (-3.711, 7.234, 20.537)
C (-2.588, 7.596, 19.578)
H (-0.605, 8.284, 25.752)
H (-0.753, 10.999, 20.438)
H (-3.281, 14.928, 22.858)
H (-3.848, 9.639, 28.147)
H (-0.704, 2.672, 28.649)
H (0.176, 6.963, 25.625)
H (-3.446, 11.728, 29.869)
H (-1.942, 14.932, 20.145)
C (1.099, 12.894, 26.470)
C (-2.159, 3.978, 28.167)
H (-2.143, 9.146, 18.493)
F (-4.437, 9.473, 26.246)
C (-3.079, 1.283, 29.273)
H (-2.496, 10.820, 20.601)
H (-0.977, 12.266, 26.482)
O (-0.043, 11.690, 24.753)
H (-4.668, 7.211, 19.998)
F (-4.176, 8.840, 24.051)
F (-3.150, 10.743, 24.910)
H (-2.361, 1.591, 30.050)
H (-4.023, 1.792, 29.501)
C (-2.253, 5.234, 27.328)
F (-3.224, 7.595, 25.652)
H (-2.807, 2.880, 26.446)
P (-3.189, 9.186, 25.258)
H (2.081, 12.560, 26.131)
H (0.924, 13.885, 26.045)
H (0.182, 10.946, 26.674)
H (0.289, 8.443, 28.133)
H (0.474, 7.314, 29.143)
H (-0.386, 3.502, 27.321)
H (-4.055, 3.011, 27.681)
H (-0.453, 14.953, 22.178)
H (-3.779, 7.990, 21.314)
F (-2.168, 9.398, 26.500)
H (-3.677, 12.949, 21.581)
H (-1.522, 10.764, 22.034)
C (-4.496, 11.481, 29.712)
C (-2.979, 2.847, 27.524)
H (-5.067, 12.062, 30.445)
H (1.179, 13.068, 27.549)

=====

5.
This record from the Open Molecules 2025 dataset describes a structure of composition C18H14FNO2S at a distorted geometry. The level of theory is wB97M-V/def2-TZVPD.

Its LUMO energy is 0.02 eV. As for the charge: 0. The gap between HOMO and LUMO comes out at 8.268 eV.

CARTESIAN COORDINATES (ANGSTROEM)
H (1.752, 2.040, -0.513)
C (1.539, 1.020, -0.912)
C (-0.888, -0.538, 1.706)
H (-0.784, -4.471, -2.684)
H (-2.019, 4.997, 0.642)
H (-0.636, -5.131, 0.164)
H (-0.461, 5.283, 2.517)
H (2.525, -2.188, -0.614)
C (0.683, -0.242, -2.709)
H (-1.265, -2.635, -2.888)
C (2.213, -1.239, -1.068)
H (1.063, 3.449, 3.559)
C (0.152, 2.060, 2.188)
O (-0.812, -1.915, -0.451)
H (0.143, -0.403, -3.720)
C (2.406, -0.099, -0.519)
H (2.788, 0.079, 0.304)
S (1.249, -3.132, -2.875)
C (-0.728, -3.297, -2.513)
C (0.261, 3.389, 2.654)
C (-0.226, 4.355, 2.126)
C (-1.570, 2.928, 0.597)
N (-0.952, 0.535, 0.976)
O (-0.806, -0.624, 2.902)
C (-0.735, 1.829, 1.288)
C (1.053, -1.454, -2.204)
C (-0.737, -1.973, 0.829)
C (-1.282, 4.076, 1.148)
H (-2.255, 2.502, 0.108)
C (-0.630, -3.108, 1.164)
H (-1.174, 0.350, -0.221)
C (-0.893, -3.063, -0.878)
F (1.118, 1.229, 2.665)
H (-0.857, -3.510, 2.194)
H (0.404, 1.856, -2.700)
C (-0.580, -4.001, 0.032)
C (0.940, 1.047, -2.293)

=====

6.
This record from the Open Molecules 2025 dataset describes the ion C4H8NO2 with charge -1 at a distorted geometry. The level of theory is wB97M-V/def2-TZVPD.

Its LUMO energy is 3.70 eV. As for the charge: -1. The gap between HOMO and LUMO comes out at 6.348 eV.

CARTESIAN COORDINATES (ANGSTROEM)
H (-1.216, 1.648, 0.710)
H (1.494, 0.621, -1.512)
H (-2.224, 0.907, -0.759)
O (2.501, -1.416, -0.800)
C (-0.652, -0.344, 0.138)
H (0.365, 1.558, -0.805)
C (-1.792, 0.717, 0.274)
H (1.097, 0.116, 1.329)
H (1.136, -2.078, 0.588)
C (0.833, -0.002, 0.266)
O (-2.775, 0.337, 1.074)
H (-0.669, -0.892, -0.802)
C (1.572, -1.268, -0.046)
N (1.275, 1.090, -0.624)
H (-0.947, -0.992, 0.969)

=====

7.
This record from the Open Molecules 2025 dataset describes an isolated molecule of C2H8NO2P at a distorted geometry. The level of theory is wB97M-V/def2-TZVPD.

Its LUMO energy is 1.05 eV. As for the charge: 0. The gap between HOMO and LUMO comes out at 9.538 eV.

CARTESIAN COORDINATES (ANGSTROEM)
H (1.838, 1.504, -0.123)
H (-0.967, -2.083, -0.061)
C (1.074, 0.243, -1.666)
H (1.859, -0.516, -1.872)
H (-1.812, -2.014, 1.530)
C (-1.410, -1.418, 0.562)
H (0.175, -0.212, -1.691)
H (0.047, 1.220, 2.549)
H (-2.346, -1.085, -0.028)
P (-0.344, 1.128, 0.487)
O (-0.539, -0.472, 1.212)
O (0.202, 1.816, 1.853)
N (1.075, 0.912, -0.390)
H (1.148, 0.977, -2.362)

=====

8.
This record from the Open Molecules 2025 dataset describes a structure of composition C2H3NaO at a distorted geometry. The level of theory is wB97M-V/def2-TZVPD.

Its multiplicity is 2. Its expectation value of S² is 0.759. Its LUMO energy (spin up / spin down) is -4.80 / -4.83 eV. As for the charge: +1. The gap between HOMO and LUMO (spin up / spin down) comes out at 6.999 / 10.433 eV.

CARTESIAN COORDINATES (ANGSTROEM)
O (-0.768, 0.414, -0.173)
Na (-3.046, 0.080, 0.390)
C (0.713, -0.608, 0.028)
H (1.257, -0.984, -0.840)
H (0.930, 1.593, -0.409)
C (0.437, 0.790, 0.154)
H (0.477, -1.284, 0.851)

=====

Number 1: DFT total energy -4549.60193 Ha. Number 2: DFT total energy -7073.58281 Ha. Number 3: DFT total energy -290.16981 Ha. Number 4: DFT total energy -2213.26281 Ha. Number 5: DFT total energy -1397.14461 Ha. Number 6: DFT total energy -362.40908 Ha. Number 7: DFT total energy -627.57685 Ha. Number 8: DFT total energy -315.19346 Ha.